Formula: C60H60N12
Source: the Open Molecules 2025 dataset
Level of theory: ωB97M-V/def2-TZVPD

Computed properties:
Spin multiplicity   1
HOMO level   -9.248 eV
LUMO level   0.0120 Ha
Orbital gap   9.6 eV
SMILES string   c1ccncc1.c1ccncc1.c1ccncc1.c1ccncc1.c1ccncc1.c1ccncc1.c1ccncc1.c1ccncc1.c1ccncc1.c1ccncc1.c1ccncc1.c1ccncc1
DFT total energy   -81072.8593 eV
Max |F|   1.219 eV/A
Energy relative to the best compared isomer or geometry (same formula, charge and spin)   0.000 eV

```
132
Properties=species:S:1:pos:R:3:forces:R:3
C 3.495228 1.432885 3.173483 -0.22 -0.06 -0.31
C 2.387271 2.254968 3.050871 0.23 0.32 -0.31
C 2.276494 3.353945 3.887126 -0.01 -0.09 -0.17
N 3.167905 3.635697 4.831179 -0.21 0.14 0.31
C 4.208450 2.824627 4.962463 0.37 -0.18 -0.11
C 4.438700 1.723729 4.142094 -0.07 0.05 -0.03
H 3.614483 0.626469 2.457236 0.19 -0.07 0.13
H 1.718339 2.131190 2.210924 -0.19 -0.06 0.20
H 1.454789 4.050546 3.761027 0.01 0.02 0.09
H 4.924418 3.084899 5.736233 -0.02 0.01 -0.01
H 5.352555 1.146816 4.202514 -0.04 -0.02 0.23
C 7.245405 -0.063714 -1.027831 0.19 0.17 -0.24
C 6.471604 -1.203236 -0.914384 -0.21 -0.31 0.27
C 5.324999 -1.140518 -0.139927 -0.35 0.35 0.07
N 4.929709 -0.034846 0.498807 -0.01 -0.27 -0.05
C 5.701431 1.040528 0.400852 0.16 0.27 0.20
C 6.864447 1.085395 -0.353339 0.06 -0.27 -0.05
H 8.128422 -0.056635 -1.655317 0.05 -0.06 0.10
H 6.743355 -2.151508 -1.358039 0.08 0.12 -0.20
H 4.656031 -1.989318 -0.032513 0.16 -0.11 -0.01
H 5.393034 1.908312 0.978276 -0.07 0.00 -0.10
H 7.479429 1.972946 -0.394713 -0.12 0.09 0.00
C -1.135874 -1.540912 6.608550 0.08 0.32 0.40
C 0.131770 -1.003140 6.462825 0.22 -0.38 -0.27
C 0.561529 -0.669001 5.184780 -0.11 0.81 0.51
N -0.199916 -0.792154 4.105228 0.29 -0.34 -0.51
C -1.391057 -1.355765 4.247862 -0.46 -0.31 0.45
C -1.925364 -1.700176 5.487796 0.13 -0.45 -0.35
H -1.474725 -1.795142 7.605714 -0.17 -0.12 -0.11
H 0.800951 -0.917112 7.307769 -0.02 0.16 0.01
H 1.519270 -0.171740 5.051193 0.04 -0.18 -0.10
H -1.958298 -1.609374 3.354827 0.07 0.34 -0.12
H -2.891048 -2.185980 5.532714 -0.06 0.15 0.06
C 3.606324 -4.051947 3.042470 0.09 0.56 0.14
C 3.751190 -4.719021 1.839977 -0.06 0.01 -0.03
C 2.676909 -4.717807 0.958517 0.04 -0.17 -0.10
N 1.523248 -4.108507 1.205650 -0.17 -0.03 0.08
C 1.401634 -3.474507 2.369776 -0.21 0.06 0.16
C 2.415359 -3.387504 3.309506 0.14 -0.32 -0.08
H 4.428239 -3.986583 3.745754 -0.02 -0.13 -0.01
H 4.681989 -5.212616 1.596293 -0.06 -0.10 -0.07
H 2.713113 -5.257669 0.017190 0.17 0.08 -0.01
H 0.437506 -3.025278 2.589058 0.03 0.10 -0.18
H 2.261528 -2.832464 4.224589 0.00 -0.03 0.03
C -1.879552 -3.290486 0.588689 -0.77 -0.55 -0.48
C -2.398802 -2.010262 0.503574 0.71 -0.20 0.14
C -3.735463 -1.807011 0.815082 0.19 0.44 -0.26
N -4.556698 -2.760830 1.229864 0.04 -0.23 0.01
C -4.053991 -4.000278 1.288391 -0.35 0.03 -0.11
C -2.759608 -4.318817 0.932278 0.69 0.16 0.14
H -0.889052 -3.554649 0.239698 0.20 0.25 0.34
H -1.723819 -1.214531 0.211946 -0.33 0.24 -0.10
H -4.151362 -0.814882 0.673249 -0.10 -0.03 0.15
H -4.752584 -4.776805 1.582112 0.04 0.01 0.06
H -2.393217 -5.337489 0.921627 -0.20 -0.06 0.08
C -1.335261 1.957329 -5.191122 0.02 0.22 -0.48
C -0.047217 1.498359 -4.969496 -0.07 -0.02 0.03
C 0.175918 0.134329 -5.043552 -0.08 -0.23 0.39
N -0.765499 -0.756993 -5.355414 0.11 0.01 -0.32
C -1.967616 -0.290376 -5.687471 -0.04 0.04 0.59
C -2.308577 1.051300 -5.572024 -0.05 0.03 -0.26
H -1.559169 3.016226 -5.145683 0.01 -0.02 0.16
H 0.757170 2.181916 -4.744273 -0.05 -0.02 0.13
H 1.135123 -0.288073 -4.755373 0.10 0.07 -0.23
H -2.708648 -1.040127 -5.940929 -0.02 0.07 -0.14
H -3.309560 1.395255 -5.797208 -0.04 -0.11 0.03
C 1.432535 -0.698490 -0.439131 -0.37 -0.24 0.02
C 1.062501 -0.414440 0.864113 0.52 -0.06 0.32
C 0.087260 0.534990 1.119232 0.72 0.48 -0.28
N -0.485326 1.260642 0.153270 0.00 0.14 0.32
C -0.134976 0.974744 -1.093170 -0.29 -0.19 -0.16
C 0.762230 -0.025725 -1.439313 -0.53 -0.11 -0.35
H 2.171392 -1.458274 -0.660759 -0.03 -0.04 0.03
H 1.570709 -0.895061 1.690141 -0.15 -0.01 0.04
H -0.092079 0.812809 2.149390 -0.41 -0.19 -0.01
H -0.616399 1.548130 -1.881112 -0.02 0.03 0.06
H 0.781472 -0.320061 -2.481995 0.58 0.19 0.01
C -4.196932 0.575488 -2.143827 -0.14 0.21 0.03
C -5.432099 -0.018637 -1.950170 0.00 -0.06 0.16
C -5.567527 -1.370002 -2.224933 -0.25 0.26 0.25
N -4.580156 -2.129031 -2.684590 -0.15 -0.42 -0.42
C -3.414766 -1.545218 -2.907064 0.51 0.67 0.53
C -3.161569 -0.204754 -2.614938 0.01 -0.23 0.14
H -4.061080 1.628307 -1.929299 0.12 -0.05 0.08
H -6.256732 0.529227 -1.512664 -0.05 0.04 -0.17
H -6.527598 -1.836973 -2.031638 0.11 -0.23 -0.07
H -2.580327 -2.134922 -3.267245 -0.25 -0.28 -0.13
H -2.157270 0.191446 -2.671351 -0.02 0.00 -0.33
C -3.083938 1.455563 2.562147 -0.22 0.17 -0.13
C -3.030840 2.839322 2.459967 0.20 -0.23 -0.18
C -4.196937 3.566404 2.648950 0.34 0.09 0.24
N -5.370368 3.010372 2.931113 -0.36 0.19 -0.24
C -5.423237 1.688301 2.987876 0.24 -0.43 0.05
C -4.310066 0.871714 2.821718 0.02 -0.09 0.40
H -2.198549 0.852873 2.419549 0.00 -0.01 0.04
H -2.085660 3.313289 2.224580 -0.10 0.17 0.05
H -4.171154 4.650976 2.622291 -0.04 0.00 -0.07
H -6.383184 1.223130 3.186865 -0.07 0.18 0.05
H -4.394305 -0.196171 2.977095 -0.09 -0.01 -0.19
C -3.647115 4.154512 -1.243411 0.11 0.27 0.15
C -2.288506 3.898527 -1.123825 -0.36 -0.44 0.18
C -1.453771 4.255598 -2.166695 0.14 0.10 -0.01
N -1.882116 4.892171 -3.257192 0.19 0.21 0.16
C -3.176973 5.177276 -3.327815 -0.22 0.04 -0.43
C -4.113457 4.787322 -2.383924 0.01 -0.17 0.28
H -4.302301 3.922753 -0.411020 -0.11 -0.20 -0.16
H -1.945205 3.337539 -0.262456 0.32 0.17 -0.04
H -0.384964 4.071027 -2.114198 -0.02 -0.13 -0.01
H -3.479382 5.764355 -4.190716 -0.06 -0.18 -0.05
H -5.174733 4.937935 -2.527413 0.05 0.29 -0.04
C 1.174779 -3.572551 -3.070831 0.49 0.12 0.73
C -0.148119 -3.249664 -2.831015 0.55 -0.17 -0.01
C -0.966804 -4.260019 -2.331295 -0.23 0.22 -0.90
N -0.519991 -5.460552 -1.996786 -0.14 -0.24 0.08
C 0.772895 -5.728737 -2.165483 -0.12 -0.18 0.10
C 1.656861 -4.831403 -2.727711 0.00 0.36 -0.21
H 1.897409 -2.827005 -3.387383 -0.22 0.05 -0.30
H -0.468958 -2.237323 -3.028168 -0.37 -0.13 -0.10
H -2.045051 -4.130225 -2.352764 0.01 0.07 0.55
H 1.082720 -6.718408 -1.844449 0.10 0.04 -0.04
H 2.701546 -5.055832 -2.898350 -0.03 -0.22 0.08
C 2.787705 3.153009 -3.418928 0.28 -0.38 -0.12
C 3.096957 2.274343 -2.398537 -1.12 0.11 0.46
C 2.933441 2.727493 -1.083735 0.49 -0.59 -0.68
N 2.678491 3.987477 -0.783621 -0.05 0.21 0.48
C 2.510847 4.851513 -1.784343 -0.22 -0.06 -0.07
C 2.505075 4.476267 -3.115867 0.22 0.05 -0.17
H 2.742287 2.746650 -4.422115 0.18 0.37 -0.15
H 3.194217 1.213792 -2.591505 0.35 0.03 0.02
H 3.016013 1.986302 -0.292308 0.01 0.29 0.25
H 2.300450 5.879136 -1.509567 0.06 0.00 0.06
H 2.307440 5.204872 -3.890700 -0.09 -0.02 0.02
```
Positions in Å, forces in eV/Å.

Atom charges from the Mulliken analysis, given in e for atoms 1 to 99:
1. C 0.167
2. C 0.050
3. C -0.615
4. N -0.600
5. C -0.332
6. C -0.717
7. H 0.553
8. H 0.412
9. H 0.399
10. H 0.364
11. H 0.412
12. C -0.282
13. C -0.835
14. C -0.098
15. N 0.057
16. C -0.118
17. C -0.887
18. H 0.393
19. H 0.436
20. H 0.429
21. H 0.481
22. H 0.433
23. C -0.449
24. C -0.823
25. C -0.342
26. N 0.373
27. C -0.120
28. C -0.978
29. H 0.379
30. H 0.443
31. H 0.403
32. H 0.636
33. H 0.496
34. C -0.601
35. C -0.637
36. C -0.105
37. N 0.057
38. C -0.172
39. C -0.455
40. H 0.387
41. H 0.444
42. H 0.205
43. H 0.380
44. H 0.478
45. C -0.148
46. C 1.469
47. C -0.721
48. N -0.620
49. C -0.859
50. C -1.144
51. H 1.031
52. H -0.526
53. H 0.715
54. H 0.405
55. H 0.472
56. C -0.157
57. C -0.329
58. C -0.035
59. N -0.481
60. C -0.441
61. C -0.576
62. H 0.587
63. H 0.166
64. H 0.460
65. H 0.440
66. H 0.402
67. C -1.670
68. C 0.575
69. C -2.432
70. N 0.666
71. C 0.132
72. C -0.124
73. H 0.443
74. H 0.898
75. H 1.172
76. H 0.008
77. H -0.064
78. C -0.393
79. C -0.432
80. C -0.508
81. N -0.601
82. C -0.534
83. C 0.783
84. H 0.274
85. H 0.435
86. H 0.339
87. H 0.449
88. H 0.126
89. C 0.677
90. C -0.375
91. C -0.483
92. N -0.624
93. C -0.433
94. C -0.506
95. H 0.092
96. H 0.466
97. H 0.411
98. H 0.362
99. H 0.422